P:
CH11O4S | ωB97M-V/def2-TZVPD

Last columns: bonded neighbours and bond lengths (Å).
Atoms and positions in Å:
1 C -0.954 -2.478 -0.763  S2 1.957, H3 1.167, H4 1.102, H5 1.110
2 S 0.354 -1.427 0.243  C1 1.957
3 H -1.251 -3.384 -0.091  C1 1.167
4 H -1.903 -2.067 -1.144  C1 1.102
5 H -0.491 -2.989 -1.633  C1 1.110
6 H 0.434 1.434 2.284  O8 0.954
7 H 0.244 0.371 1.198  O8 0.953
8 O -0.116 1.183 1.546  H6 0.954, H7 0.953
9 H 3.672 0.130 -1.642  O11 0.993
10 H 2.534 -0.101 -0.655  O11 0.995
11 O 3.310 0.505 -0.796  H9 0.993, H10 0.995
12 H -1.805 -0.075 0.601  O14 1.019
13 H -2.549 -1.121 1.111  O14 0.969
14 O -2.733 -0.458 0.428  H12 1.019, H13 0.969
15 H 0.948 3.136 -0.590  O17 0.928
16 H -0.198 3.447 0.196  O17 0.965
17 O 0.504 3.894 -0.292  H15 0.928, H16 0.965

Calculated values
Total charge: -1
Lowest unoccupied orbital energy: 3.63 eV


Q:
CH11O4S | ωB97M-V/def2-TZVPD

Last columns: bonded neighbours and bond lengths (Å).
Atoms and positions in Å:
1 C 1.880 0.706 -2.327  S2 1.836, H3 1.117, H4 1.099, H5 1.100
2 S 0.731 0.921 -0.911  C1 1.836
3 H 2.602 1.538 -2.509  C1 1.117
4 H 2.464 -0.176 -2.026  C1 1.099
5 H 1.396 0.419 -3.272  C1 1.100
6 H 1.246 -0.250 1.140  O8 0.983
7 H 1.380 0.286 2.618  O8 0.972
8 O 1.621 -0.446 2.027  H6 0.983, H7 0.972
9 H -2.348 -5.373 -3.377  O11 0.971
10 H -3.665 -4.997 -3.826  O11 0.971
11 O -3.061 -5.751 -3.918  H9 0.971, H10 0.971
12 H -0.758 2.180 4.697  O14 0.964
13 H -0.031 2.387 3.463  O14 0.971
14 O 0.151 2.131 4.382  H12 0.964, H13 0.971
15 H -0.852 1.433 1.532  O17 0.956
16 H -1.435 2.727 0.728  O17 0.975
17 O -1.322 2.265 1.580  H15 0.956, H16 0.975

Calculated values
Total charge: -1
Lowest unoccupied orbital energy: 2.85 eV


R:
CH11O4S | ωB97M-V/def2-TZVPD

Last columns: bonded neighbours and bond lengths (Å).
Atoms and positions in Å:
1 C 0.937 -0.224 -1.620  S2 1.843, H3 1.084, H4 1.096, H5 1.094
2 S -0.225 -0.334 -0.194  C1 1.843
3 H 1.897 -0.721 -1.532  C1 1.084
4 H 0.395 -0.672 -2.460  C1 1.096
5 H 1.079 0.814 -1.935  C1 1.094
6 H -0.871 -2.645 1.428  O8 0.971
7 H 0.345 -3.115 0.728  O8 0.968
8 O -0.271 -3.409 1.415  H6 0.971, H7 0.968
9 H -0.871 2.886 0.042  O11 0.973
10 H 0.092 1.975 0.736  O11 0.977
11 O -0.405 2.801 0.892  H9 0.973, H10 0.977
12 H -1.561 1.235 -1.932  O14 0.968
13 H -2.839 1.290 -1.183  O14 0.970
14 O -2.459 1.582 -2.026  H12 0.968, H13 0.970
15 H 1.777 -0.172 1.302  O17 0.974
16 H 2.741 0.047 2.473  O17 0.965
17 O 2.716 -0.242 1.553  H15 0.974, H16 0.965

Calculated values
Total charge: -1
Lowest unoccupied orbital energy: 3.73 eV


Of the structures shown above, P is the least stable.